(1)
This record from the OMol25 dataset describes 4 unconnected molecules or ions with the total composition C35H53N3O3. The level of theory is the ωB97M-V functional and the def2-TZVPD basis.

Geometry as XYZ:
```
94
Properties=species:S:1:pos:R:3:mulliken_charge:R:1
C 10.85773 -1.57145 0.82418 -0.754
O 9.75271 -1.19330 0.04041 -0.263
C 9.51992 -2.02161 -1.08273 -0.689
C 8.76753 -1.24132 -2.16027 -0.648
C 7.23616 -1.42372 -2.11419 -0.978
C 6.44329 -0.09941 -2.11735 -0.597
C 6.12105 0.41817 -0.70054 -0.594
C 4.62604 0.47801 -0.33571 -1.181
C 3.68820 1.05723 -1.41057 -0.646
C 2.46399 0.16422 -1.71210 -0.783
C 1.09746 0.83030 -1.44169 -0.735
C 0.07646 -0.08263 -0.73848 0.643
C -1.07467 -0.53145 -1.66313 -1.242
C -2.31476 0.38191 -1.53289 -0.737
C -3.39740 -0.22218 -0.68210 0.109
C -3.29728 -0.10459 0.71479 0.108
C -4.25517 -0.64026 1.57977 -1.081
C -5.35551 -1.31593 1.05148 -0.965
C -5.45640 -1.47504 -0.32807 0.558
C -4.49142 -0.93712 -1.20357 0.614
C -4.71367 -1.18320 -2.65549 0.276
O -4.36367 -0.44979 -3.54561 -0.566
C -5.46273 -2.42391 -2.98507 -0.594
C -6.37933 -2.91406 -2.15765 -0.602
C -6.62583 -2.21556 -0.87961 0.167
O -7.68589 -2.23798 -0.31318 -0.549
H 11.19197 -0.69407 1.36980 0.228
H 11.68269 -1.93858 0.21262 0.322
H 10.59705 -2.34252 1.55459 0.276
H 10.45636 -2.41514 -1.48423 0.469
H 8.92046 -2.88312 -0.77201 0.337
H 9.15857 -1.59044 -3.11166 0.374
H 9.02338 -0.19192 -2.04232 0.350
H 6.94030 -1.97299 -3.00684 0.334
H 6.96374 -2.03421 -1.25661 0.510
H 7.07701 0.63632 -2.60529 0.272
H 5.55210 -0.25070 -2.71594 0.461
H 6.60357 1.37529 -0.52155 0.409
H 6.59187 -0.27295 -0.00195 0.332
H 4.31772 -0.51325 -0.01202 0.411
H 4.54207 1.11721 0.54186 0.327
H 3.30892 2.01090 -1.05624 0.385
H 4.21753 1.26962 -2.33278 0.591
H 2.49299 -0.12223 -2.76452 0.205
H 2.51660 -0.76486 -1.15147 0.531
H 0.67711 1.21331 -2.36801 0.387
H 1.26249 1.69908 -0.80895 0.292
H 0.56225 -0.97474 -0.34864 0.587
H -0.30960 0.48312 0.10086 -0.947
H -0.71792 -0.43339 -2.68649 0.559
H -1.31895 -1.58044 -1.51361 0.524
H -1.99246 1.29420 -1.03479 0.089
H -2.70603 0.66621 -2.49875 0.779
H -2.44796 0.41523 1.13706 0.171
H -4.15793 -0.53512 2.64935 0.528
H -6.12267 -1.71399 1.69867 0.709
H -5.25354 -2.87817 -3.94127 0.427
H -6.96214 -3.79088 -2.38988 0.429
C -2.13869 4.02113 -2.13001 -0.835
C -1.48931 5.13328 -1.31437 -0.245
C -0.28885 5.76809 -2.02709 -0.659
C 0.75365 4.77346 -2.27896 0.338
N 1.53601 3.96114 -2.47805 -0.407
H -1.44206 3.20032 -2.30525 0.038
H -3.00281 3.61235 -1.60533 0.279
H -2.47857 4.39119 -3.09905 0.421
H -1.16522 4.73700 -0.34918 0.121
H -2.22390 5.91462 -1.11008 0.351
H 0.13862 6.56761 -1.42145 0.313
H -0.59376 6.19852 -2.98210 0.319
C -1.65139 4.96290 3.38315 -1.305
C -2.66422 3.89384 2.98952 -0.381
C -2.19066 2.47319 3.31879 0.090
C -0.95326 2.15003 2.60623 0.256
N 0.00706 1.89753 2.03347 -0.458
H -0.71439 4.84348 2.83708 0.355
H -2.03880 5.95690 3.16027 0.362
H -1.42950 4.92004 4.45085 0.368
H -2.87356 3.96409 1.91994 0.199
H -3.60603 4.07228 3.51055 0.375
H -2.95110 1.74460 3.03486 -0.271
H -2.00843 2.36657 4.38919 0.438
C -7.10585 -5.21006 2.88338 -1.178
C -5.61291 -5.25386 3.19012 -0.206
C -5.31067 -5.64476 4.64125 -0.450
C -5.88826 -4.68230 5.58045 0.232
N -6.34187 -3.91026 6.29468 -0.418
H -7.61453 -4.45967 3.48972 0.353
H -7.27530 -4.95522 1.83709 0.258
H -7.57483 -6.17700 3.07485 0.380
H -5.17191 -4.27691 2.98145 0.139
H -5.12665 -5.97261 2.52837 0.316
H -4.23449 -5.68158 4.81201 0.292
H -5.71794 -6.63206 4.86408 0.292
```

Properties
Orbital gap: 0.31355 Ha
LUMO: -1.0 eV
SMILES: COCCCCCCCCCCCCc1cccc2c1C(=O)C=CC2=O.CCCC#N.CCCC#N.CCCC#N
HOMO level: -9.51 eV

=====

(2)
This record from the OMol25 dataset describes a molecular structure, C35H53N4O2Tl. The level of theory is the ωB97M-V functional and the def2-TZVPD basis.

Geometry as XYZ:
```
95
Properties=species:S:1:pos:R:3:nbo_charge:R:1
Tl 1.62128 0.89253 1.74637 0.851
C -4.18154 3.62402 -3.73460 -0.615
C -3.23990 2.42020 -3.62594 -0.127
C -4.02243 1.14057 -3.97616 -0.593
C -2.08735 2.61389 -4.63554 -0.584
C -2.61516 2.27414 -2.25751 0.258
C -1.79598 1.19561 -2.00403 -0.370
C -1.00067 1.16121 -0.85361 0.348
N -0.08598 0.27579 -0.55616 -0.483
C 0.53346 -0.66290 -1.24020 0.336
C 0.79254 -0.67149 -2.60790 -0.370
C 1.39798 -1.76206 -3.20483 0.253
C 1.81241 -2.88872 -2.39795 -0.193
C 1.71404 -2.93787 -1.05062 0.118
C 1.12867 -1.75684 -0.38049 0.473
O 1.15493 -1.57513 0.82137 -0.500
C 2.24019 -4.11467 -0.24189 -0.121
C 1.14250 -4.66234 0.69153 -0.605
C 3.47234 -3.65589 0.57269 -0.598
C 2.69583 -5.25495 -1.15396 -0.613
C 1.58411 -1.76908 -4.70344 -0.116
C 0.20711 -1.59889 -5.37597 -0.586
C 2.49126 -0.57407 -5.06976 -0.593
C 2.23094 -3.05484 -5.22621 -0.619
C -1.26270 2.18907 0.24798 0.505
O -0.75136 2.00520 1.32970 -0.489
C -2.21625 3.28981 -0.03235 0.022
C -2.81482 3.28897 -1.24159 -0.178
C -2.52363 4.34404 1.02379 -0.090
C -1.24377 5.06309 1.49775 -0.602
C -3.21775 3.64050 2.21129 -0.602
C -3.47123 5.40950 0.47198 -0.612
H -4.60118 3.65142 -4.73905 0.241
H -3.65407 4.56662 -3.58098 0.218
H -5.01535 3.55611 -3.03399 0.222
H -4.50149 1.27972 -4.94454 0.239
H -4.79974 0.94277 -3.23707 0.225
H -3.37705 0.26455 -4.04735 0.204
H -2.50606 2.73093 -5.63464 0.240
H -1.41042 1.75812 -4.64570 0.197
H -1.51273 3.51144 -4.40037 0.222
H -1.70623 0.38610 -2.71402 0.236
H 0.49318 0.18361 -3.19622 0.239
H 2.24604 -3.73294 -2.90860 0.243
H 0.77344 -3.91039 1.38524 0.215
H 1.54912 -5.49093 1.27079 0.232
H 0.30307 -5.04307 0.10695 0.220
H 3.23862 -2.83905 1.24793 0.207
H 4.27408 -3.33866 -0.09677 0.220
H 3.83837 -4.49803 1.16056 0.233
H 1.88192 -5.62027 -1.78325 0.218
H 3.02910 -6.08649 -0.53459 0.240
H 3.53644 -4.95862 -1.78413 0.214
H -0.25525 -0.64327 -5.12451 0.199
H -0.47036 -2.40303 -5.08406 0.221
H 0.33487 -1.63795 -6.45700 0.241
H 2.04775 0.38095 -4.78760 0.208
H 2.64862 -0.56945 -6.14788 0.241
H 3.46347 -0.66067 -4.58231 0.223
H 1.62318 -3.93445 -5.00701 0.219
H 3.23396 -3.19827 -4.82126 0.220
H 2.32296 -2.98818 -6.30908 0.242
H -3.50628 4.08440 -1.46682 0.247
H -0.54662 4.38215 1.97247 0.214
H -1.51240 5.82980 2.22358 0.234
H -0.74655 5.55459 0.65860 0.216
H -2.57291 2.89587 2.67274 0.219
H -4.14042 3.15587 1.88707 0.217
H -3.47416 4.38676 2.96342 0.233
H -3.04028 5.92426 -0.38930 0.216
H -3.65091 6.15484 1.24522 0.240
H -4.43936 4.98886 0.19326 0.214
C 3.07739 -2.34126 5.94080 -0.418
C 2.59152 -2.81151 4.58481 -0.209
N 1.80393 -1.75193 3.97265 -0.613
C 1.17764 -0.74697 4.64458 0.637
N 0.55336 0.16275 3.92091 -0.750
C -0.25107 1.15722 4.61483 -0.225
C 0.36077 1.55079 5.94903 -0.425
C 0.54910 0.28987 6.77043 -0.202
N 1.23293 -0.73891 5.99268 -0.419
C 1.88819 -1.81744 6.72659 -0.206
H 3.80869 -1.54051 5.81204 0.215
H 3.55586 -3.15716 6.47963 0.241
H 1.99407 -3.72290 4.69187 0.194
H 3.43781 -3.04132 3.93635 0.209
H 1.59036 -1.80895 2.99483 0.411
H -1.25726 0.75166 4.78542 0.192
H -0.36942 2.02301 3.95956 0.194
H -0.28524 2.24697 6.48277 0.234
H 1.32796 2.03270 5.78831 0.209
H -0.41858 -0.09228 7.11104 0.199
H 1.14975 0.50113 7.65526 0.217
H 1.18050 -2.62998 6.92583 0.199
H 2.21433 -1.41944 7.68630 0.223
```

Properties
Orbital gap: 0.15568 Ha
LUMO: -8.7 eV
Net charge: +2
HOMO level: -12.90 eV

=====

(3)
This record from the OMol25 dataset describes a molecular structure, C35H54ClN5O3SSi4Ti at a distorted geometry. The level of theory is the ωB97M-V functional and the def2-TZVPD basis.

Geometry as XYZ:
```
104
Properties=species:S:1:pos:R:3:mulliken_charge:R:1
Ti 1.05816 0.86162 0.75520 0.610
O -4.44881 -0.78166 -1.05263 -0.682
S -3.23252 -1.59501 -0.73208 0.765
O -2.11174 -1.26426 -2.10702 -0.020
N -0.20416 0.25962 1.85233 -0.435
C -0.88316 -0.32594 2.84566 -0.158
C -2.33980 -0.38756 3.00601 -0.935
C -2.97504 -1.31239 3.85400 -0.704
C -2.30898 -2.09278 4.74362 -0.854
C -0.88810 -1.99988 4.77323 1.020
C -0.11927 -2.88278 5.57969 -0.563
C 1.20087 -2.75470 5.70806 -0.916
C 1.82915 -1.76116 4.90399 0.010
N 1.23766 -1.10018 3.92150 0.205
C -0.13298 -1.14503 3.83838 -0.054
C -3.48895 -3.19547 -1.47822 0.661
C -4.39281 -3.29976 -2.52293 -0.293
C -4.72748 -4.49647 -3.12062 -0.841
C -4.04908 -5.58983 -2.71073 -0.411
C -3.06581 -5.53980 -1.70619 -0.588
C -2.83438 -4.34412 -0.99026 -0.482
H -2.84048 0.29494 2.34655 0.620
H -4.08538 -1.48692 3.81884 0.325
H -2.70833 -2.66041 5.56202 0.382
H -0.67928 -3.61109 6.26345 0.258
H 1.75714 -3.34272 6.44048 0.415
H 2.91503 -1.56510 5.06772 0.283
H -4.93494 -2.40044 -2.83806 0.243
H -5.38748 -4.50563 -3.97129 0.426
H -4.39496 -6.58853 -2.95286 0.352
H -2.46677 -6.44829 -1.53319 0.393
H -2.24658 -4.30089 -0.05250 0.422
Cl 0.70509 4.74172 -0.49357 -0.173
C 0.94166 3.06587 -1.00349 0.784
C 2.18721 2.48352 -1.37834 -0.946
C 2.20669 1.05713 -1.60027 0.207
C 0.96829 0.28035 -1.51587 -1.825
N -0.24357 0.98350 -1.55763 0.943
C -0.17402 2.21388 -0.88329 -1.192
H 3.07898 3.11221 -1.42700 0.588
H 3.08363 0.57361 -1.93779 0.763
H 0.93366 -0.82228 -1.57772 0.240
H -1.07003 2.71512 -0.53678 0.336
C 0.65866 3.81816 3.43902 -0.768
N 2.14492 3.66874 3.38960 0.280
C 3.00992 4.31516 4.35124 -0.657
C 4.25141 4.82358 3.63836 -0.614
C 4.98479 3.55309 3.11343 -0.731
N 4.06242 2.75762 2.24073 0.453
C 4.61326 2.08633 1.05995 -0.629
C 2.71393 2.84865 2.46238 -0.125
O 1.97902 2.01743 1.88065 0.447
H 0.24970 3.02532 2.83518 0.042
H 0.40331 4.76065 2.90809 0.275
H 0.26496 3.81137 4.44916 0.391
H 3.32512 3.59140 5.16831 0.242
H 2.42693 5.11659 4.88254 0.412
H 4.91647 5.38773 4.33489 0.368
H 4.02171 5.50759 2.80517 0.281
H 5.26378 3.01314 4.01268 0.275
H 5.88441 3.76939 2.55443 0.437
H 5.41659 1.31769 1.22113 0.385
H 5.06938 2.78035 0.30066 0.333
H 3.82453 1.56965 0.56026 -0.304
C -4.01091 2.27282 -0.92050 -0.830
Si -3.38988 1.75363 -2.60575 1.194
C -2.63835 3.19377 -3.60997 -1.205
C -4.62269 0.88289 -3.83347 -1.214
Si -1.54733 0.17271 -2.75654 -0.497
Si -0.48809 -0.45025 -4.72633 0.772
C -0.05481 -2.31289 -4.47091 -0.979
C -1.61122 -0.31848 -6.18193 -1.046
C 1.00123 0.69769 -4.83462 -0.669
Si 2.14298 -1.84819 0.91374 1.061
C 3.59517 -1.55246 2.00584 -0.668
C 3.02621 -2.46246 -0.73896 -1.341
C 0.80230 -3.19736 1.25494 -0.521
H -4.46592 3.27945 -0.81205 0.458
H -3.16202 2.20926 -0.17596 0.033
H -4.76497 1.49898 -0.63326 0.286
H -3.48964 3.90251 -3.73347 0.433
H -2.07916 2.98565 -4.53922 0.301
H -1.89824 3.71780 -2.96354 0.252
H -5.62395 1.09844 -3.41749 0.413
H -4.45983 -0.18725 -3.83375 0.177
H -4.44815 1.21551 -4.84137 0.401
H 0.62092 -2.43221 -3.57694 0.117
H 0.55744 -2.74612 -5.26361 0.440
H -0.93394 -2.96378 -4.32442 0.248
H -2.15637 -1.22114 -6.43484 0.330
H -0.90424 -0.05554 -6.97855 0.351
H -2.30341 0.46142 -5.92601 0.239
H 1.58263 0.41576 -5.68792 0.535
H 1.68857 0.38766 -4.02554 -0.069
H 0.84402 1.78491 -4.76953 0.302
H 3.36248 -1.31345 3.01005 -0.173
H 4.26670 -0.75194 1.57141 0.015
H 4.20058 -2.50984 1.97847 0.422
H 2.99449 -1.86980 -1.67034 0.301
H 2.56923 -3.44588 -1.00994 0.344
H 4.14416 -2.57569 -0.56211 0.353
H 0.28197 -3.00051 2.21698 0.093
H 1.17172 -4.23760 1.24698 0.545
H 0.04676 -3.05965 0.45221 -0.176
```

Properties
Orbital gap (alpha / beta): 0.20584 / 0.20715 Ha
Multiplicity: 2
LUMO (alpha / beta): -3.3 / -3.5 eV
Net charge: +1
Expectation value of S²: 0.79
HOMO level (alpha / beta): -8.92 / -9.12 eV